{"formula": "C5H5N2O4S", "method": "ωB97M-V/def2-TZVPD", "energy_ha": -1002.048957, "e_lumo_ev": [3.1, 0.8], "homo_energy_ev": [-5.1, -2.7], "max_force_ev_per_a": 5.6, "e_above_lowest_kcal_mol": 115.7, "total_charge": -1, "species": ["C", "C", "C", "C", "C", "N", "N", "O", "O", "O", "O", "S", "H", "H", "H", "H", "H"], "xyz": [[-2.144, -2.580, 1.189], [0.618, 1.066, -1.218], [-1.642, -1.544, 0.500], [-0.346, 0.878, -1.995], [-1.191, -0.290, 1.115], [1.358, 1.412, -0.301], [2.245, 1.780, 0.336], [3.456, 3.168, -1.543], [-1.099, 0.574, -2.852], [4.417, 0.997, -1.080], [-2.148, -2.759, 2.453], [4.043, 2.268, -0.539], [-2.480, -3.482, 0.491], [-1.859, -1.618, -0.542], [-2.041, 0.360, 1.300], [-0.469, 0.363, 0.608], [-0.717, -0.593, 2.076]], "forces_ev_per_a": [[-0.9, -5.0, 2.3], [-0.7, -0.4, -2.0], [0.2, 2.7, -1.4], [0.7, -0.4, 0.3], [1.3, 0.0, 1.3], [-0.2, 0.3, 0.4], [1.3, 0.5, 2.6], [0.4, 0.1, 0.3], [-1.2, -0.1, -0.8], [0.7, -1.8, -0.5], [-0.1, 0.6, -2.1], [-0.7, 1.8, -0.6], [0.3, 1.5, 1.4], [0.4, 0.2, -0.8], [-0.4, 0.0, 0.3], [-0.4, -0.8, -0.3], [-0.6, 0.6, -0.3]], "nbo_charge": [0.21, -0.30, -0.05, 0.54, -0.70, 0.01, -0.27, -0.98, -0.58, -0.97, -0.50, 1.57, 0.10, 0.20, 0.24, 0.26, 0.23]}